C45H100N6O3 | ωB97M-V with the def2-TZVPD basis set

XYZ file:
```
154
Properties=species:S:1:pos:R:3:lowdin_charge:R:1
N 0.524 0.054 0.565 -0.5799
O 1.320 0.804 -0.049 -0.0510
O -0.589 0.518 0.934 -0.0673
O 0.802 -1.135 0.843 -0.0554
C -5.647 -3.614 -6.442 -0.0914
C -4.637 -4.589 -5.807 -0.2402
C -3.263 -3.977 -5.513 -0.1852
C -3.335 -2.721 -4.663 -0.1178
N -1.958 -2.096 -4.427 -0.2470
C -1.150 -3.038 -3.490 -0.0654
C -0.233 -2.082 -2.739 -0.1497
C -0.888 -0.687 -2.737 -0.1293
C -2.205 -0.950 -3.458 -0.1133
C -1.179 -1.686 -5.626 0.0527
H -5.833 -2.762 -5.789 0.0629
H -6.555 -4.150 -6.707 0.0858
H -5.259 -3.246 -7.395 0.0851
H -4.486 -5.360 -6.567 0.1181
H -5.093 -5.133 -4.978 0.1131
H -2.798 -3.721 -6.465 0.1134
H -2.704 -4.802 -5.061 0.1201
H -3.858 -2.861 -3.721 0.1380
H -3.818 -1.934 -5.246 0.1362
H -0.553 -3.687 -4.126 0.1404
H -1.910 -3.588 -2.945 0.1288
H 0.704 -1.954 -3.285 0.1125
H 0.098 -2.500 -1.788 0.0961
H -0.225 0.008 -3.250 0.1197
H -1.031 -0.294 -1.730 0.0981
H -2.661 -0.068 -3.903 0.1486
H -2.870 -1.314 -2.678 0.1025
H -1.652 -0.810 -6.069 0.1242
H -1.209 -2.476 -6.369 0.1067
H -0.164 -1.427 -5.344 0.1111
C 2.009 -6.882 0.290 -0.0842
C 1.413 -5.824 -0.668 -0.2341
C 2.350 -4.623 -0.843 -0.1872
C 2.785 -3.952 0.462 -0.1243
N 3.985 -3.080 0.259 -0.2288
C 5.295 -3.808 -0.072 -0.0754
C 6.364 -3.020 0.617 -0.1502
C 5.747 -2.543 1.901 -0.1460
C 4.301 -2.258 1.541 -0.0774
C 3.705 -2.045 -0.818 0.0157
H 1.480 -7.831 0.176 0.0837
H 1.819 -6.613 1.328 0.0721
H 3.034 -7.081 -0.016 0.0864
H 0.391 -5.561 -0.395 0.0879
H 1.369 -6.243 -1.676 0.1137
H 1.762 -3.896 -1.413 0.0835
H 3.208 -4.865 -1.472 0.1235
H 3.119 -4.694 1.187 0.1312
H 1.957 -3.348 0.824 0.1053
H 5.440 -3.804 -1.150 0.1389
H 5.159 -4.821 0.304 0.1454
H 6.671 -2.127 0.069 0.1280
H 7.255 -3.632 0.756 0.1429
H 6.303 -1.664 2.233 0.1216
H 5.793 -3.208 2.765 0.1310
H 4.107 -1.208 1.343 0.1041
H 3.596 -2.635 2.279 0.1313
H 4.540 -1.346 -0.767 0.1086
H 2.833 -1.478 -0.491 0.0758
H 3.631 -2.393 -1.843 0.1083
C -1.262 1.183 4.119 -0.0880
C -0.064 2.105 4.392 -0.2482
C 1.063 2.036 3.394 -0.1871
C 2.256 2.827 3.927 -0.1115
N 3.568 2.605 3.212 -0.2520
C 3.557 3.279 1.830 -0.0752
C 4.965 3.843 1.601 -0.1284
C 5.729 3.603 2.890 -0.1413
C 4.700 3.338 3.975 -0.0678
C 3.926 1.168 3.081 0.0176
H -1.668 1.315 3.115 0.0366
H -2.059 1.485 4.799 0.0855
H -0.999 0.138 4.279 0.0717
H 0.266 1.971 5.428 0.1220
H -0.445 3.128 4.526 0.1180
H 0.742 2.341 2.396 0.0923
H 1.321 0.981 3.257 0.1074
H 2.512 2.756 4.987 0.1453
H 2.067 3.905 3.880 0.1385
H 3.155 2.626 1.057 0.1230
H 2.839 4.085 1.953 0.0999
H 5.591 3.425 0.812 0.1247
H 4.967 4.904 1.347 0.1248
H 6.268 2.659 2.825 0.1139
H 6.339 4.459 3.168 0.1384
H 4.980 2.639 4.760 0.1382
H 4.333 4.233 4.479 0.1451
H 4.107 0.724 4.060 0.1260
H 4.856 1.151 2.520 0.1070
H 3.124 0.610 2.608 0.0824
C 0.561 9.756 -1.925 -0.0934
C -0.410 8.995 -1.005 -0.2425
C -0.066 7.514 -1.004 -0.2004
C -0.648 6.739 0.171 -0.1087
N -0.478 5.228 0.011 -0.2525
C -1.280 4.675 -1.161 -0.0869
C -1.655 3.268 -0.729 -0.1531
C -2.069 3.486 0.734 -0.1310
C -1.079 4.549 1.241 -0.0740
C 0.967 4.825 -0.135 0.0291
H 0.623 9.255 -2.890 0.0789
H 1.566 9.916 -1.530 0.0787
H 0.248 10.784 -2.117 0.0830
H -1.421 9.182 -1.379 0.1176
H -0.528 9.439 -0.012 0.1173
H 1.015 7.381 -0.972 0.1156
H -0.550 7.059 -1.874 0.1197
H -1.726 6.884 0.224 0.1449
H -0.111 7.011 1.080 0.1444
H -0.729 4.758 -2.093 0.1385
H -2.181 5.285 -1.223 0.1461
H -0.836 2.547 -0.700 0.0939
H -2.471 2.922 -1.359 0.1086
H -1.995 2.556 1.292 0.0796
H -3.071 3.912 0.774 0.1278
H -0.257 4.136 1.817 0.1046
H -1.621 5.266 1.851 0.1349
H 1.524 5.328 0.649 0.1048
H 1.232 5.254 -1.100 0.1045
H 1.057 3.746 -0.227 0.1001
C -4.170 0.707 -0.644 -0.0822
C -5.075 0.376 0.587 -0.2129
C -4.488 -0.659 1.546 -0.1819
C -4.152 -2.018 0.957 -0.1168
N -3.350 -2.901 1.880 -0.2686
C -1.947 -2.352 2.098 -0.0982
C -1.053 -3.550 2.442 -0.1091
C -1.845 -4.815 1.998 -0.1124
C -3.008 -4.215 1.214 -0.0995
C -4.121 -3.066 3.198 0.0855
H -4.025 -0.208 -1.218 0.0403
H -3.238 1.051 -0.195 0.0473
H -4.609 1.453 -1.302 0.0855
H -6.078 0.163 0.208 0.1172
H -5.270 1.321 1.098 0.1134
H -5.219 -0.821 2.346 0.1186
H -3.703 -0.153 2.119 0.1120
H -3.539 -1.850 0.069 0.1099
H -5.072 -2.544 0.707 0.1518
H -1.963 -1.490 2.761 0.1141
H -1.732 -1.913 1.124 0.1053
H -0.812 -3.605 3.499 0.1227
H -0.144 -3.488 1.851 0.0854
H -2.242 -5.314 2.881 0.1164
H -1.283 -5.545 1.426 0.1083
H -3.926 -4.774 1.020 0.1479
H -2.751 -3.909 0.195 0.1239
H -5.107 -3.446 2.962 0.1243
H -4.063 -2.094 3.672 0.1042
H -3.474 -3.758 3.732 0.1063
```

Computed properties:
Highest occupied orbital energy = -17.6482 eV
Max |F| = 2.74 eV/Å
Relative energy (zero: lowest compared OMol25 entry of this formula, charge and spin) = 0.078 eV
Net charge = +4
Electronic energy = -2327.43869 hartree
Frontier orbital gap = 0.3696 hartree

---

CH2INO | ωB97M-V with the def2-TZVPD basis set

XYZ file:
```
6
Properties=species:S:1:pos:R:3:lowdin_charge:R:1
C 1.411 -0.157 -0.183 -0.0730
N 0.985 0.865 0.093 0.0180
O -1.033 -1.207 0.059 -1.0417
I -2.180 0.197 0.129 1.2505
H 1.904 -1.051 -0.454 0.0630
H -1.087 1.352 0.355 -0.2167
```

Computed properties:
Highest occupied orbital energy = -8.8524 eV
Max |F| = 1.12 eV/Å
Relative energy (zero: lowest compared OMol25 entry of this formula, charge and spin) = 4.792 eV
Electronic energy = -466.83748 hartree
Frontier orbital gap = 0.3285 hartree

---

C4H13N2O | ωB97M-V with the def2-TZVPD basis set

XYZ file:
```
20
Properties=species:S:1:pos:R:3:lowdin_charge:R:1
N -0.852 0.071 2.189 -0.0217
C -0.102 -1.245 1.598 -0.1790
C 0.820 -0.683 0.530 -0.2058
C -0.154 -0.106 -0.555 -0.2048
N -0.373 1.514 -0.221 0.2129
C 0.555 -0.212 -1.935 -0.1960
O 0.250 0.916 -2.789 -0.1085
H -0.274 0.462 2.952 0.0888
H -1.718 -0.238 2.592 0.0619
H 0.449 -1.857 2.451 0.1474
H -0.983 -1.791 0.932 0.1600
H 1.567 0.099 0.799 0.1317
H 1.524 -1.466 0.127 0.1398
H -1.169 -0.472 -0.667 0.1372
H -0.669 1.426 0.825 0.1434
H -1.031 1.970 -0.721 0.0846
H 0.529 1.962 -0.517 0.1702
H 1.667 0.152 -1.694 0.1682
H 0.460 -1.128 -2.464 0.1216
H -0.496 0.627 -3.432 0.1481
```

Computed properties:
SMILES string = NCC[C@@H]([NH3+])CO
Highest occupied orbital energy = -14.4871 eV
Max |F| = 5.94 eV/Å
Relative energy (zero: lowest compared OMol25 entry of this formula, charge and spin) = 3.283 eV
Net charge = +1
Electronic energy = -344.64618 hartree
Frontier orbital gap = 0.4255 hartree

---

C22H25N5O4 | ωB97M-V with the def2-TZVPD basis set

XYZ file:
```
56
Properties=species:S:1:pos:R:3:lowdin_charge:R:1
C 5.930 -1.561 -1.640 -0.0857
O 5.775 -0.553 -0.669 -0.0794
C 4.522 -0.175 -0.314 -0.2759
C 4.437 0.833 0.649 0.0132
C 3.217 1.298 1.087 0.0015
C 2.045 0.764 0.558 -0.1802
N 0.764 1.201 0.986 0.0227
N -0.157 0.243 0.990 0.1487
C -1.392 0.477 1.309 -0.1167
C -2.293 -0.711 1.178 -0.4409
O -3.475 -0.635 0.906 0.0749
N -1.638 -1.884 1.358 0.0574
C -2.203 -3.148 0.968 -0.0659
C -1.704 -3.654 -0.395 -0.4769
O -1.838 -4.810 -0.731 0.0613
N -1.104 -2.710 -1.143 0.0760
C -0.703 -2.921 -2.514 -0.1442
C -1.584 -2.142 -3.515 -0.1837
N -1.337 -0.726 -3.668 -0.2774
C -1.673 0.106 -2.536 -0.0993
C -0.046 -0.391 -4.221 -0.1032
C -1.852 1.787 1.678 -0.0814
C -3.168 2.089 2.047 0.0018
C -3.502 3.377 2.397 -0.0528
C -2.544 4.389 2.393 -0.0561
C -1.245 4.110 2.033 0.0004
C -0.884 2.810 1.675 -0.0590
C 0.502 2.540 1.287 -0.3414
O 1.366 3.390 1.209 0.0852
C 2.124 -0.245 -0.393 -0.0140
C 3.347 -0.716 -0.829 -0.0120
H 5.489 -2.507 -1.311 0.0961
H 7.004 -1.689 -1.762 0.0936
H 5.490 -1.266 -2.599 0.0960
H 5.353 1.238 1.046 0.1214
H 3.174 2.076 1.830 0.1139
H -0.642 -1.836 1.517 0.1376
H -3.287 -3.015 0.895 0.1337
H -1.996 -3.914 1.718 0.1328
H -1.114 -1.758 -0.812 0.0891
H -0.801 -3.992 -2.703 0.1201
H 0.346 -2.634 -2.634 0.1093
H -2.631 -2.269 -3.225 0.1259
H -1.452 -2.595 -4.501 0.1167
H -2.614 -0.222 -2.098 0.0893
H -0.896 0.123 -1.753 0.0625
H -1.800 1.133 -2.886 0.0901
H 0.154 -1.025 -5.083 0.0866
H 0.784 -0.496 -3.503 0.0714
H -0.069 0.648 -4.552 0.0863
H -3.907 1.305 2.038 0.1086
H -4.519 3.607 2.680 0.1090
H -2.823 5.394 2.672 0.1075
H -0.481 4.873 2.017 0.1207
H 1.215 -0.666 -0.794 0.0835
H 3.371 -1.498 -1.571 0.1015
```

Computed properties:
SMILES string = COc1ccc(-n2nc(C(=O)NCC(=O)NCCN(C)C)c3ccccc3c2=O)cc1
Highest occupied orbital energy = -8.3471 eV
Max |F| = 1.02 eV/Å
Relative energy (zero: lowest compared OMol25 entry of this formula, charge and spin) = 0.000 eV
Electronic energy = -1428.10552 hartree
Frontier orbital gap = 0.2945 hartree

---

C21H21N2O | ωB97M-V with the def2-TZVPD basis set

XYZ file:
```
45
Properties=species:S:1:pos:R:3:lowdin_charge:R:1
C 4.975 -1.191 -4.521 -0.0689
C 5.174 -2.342 -3.742 -0.0607
C 4.511 -2.489 -2.522 -0.0088
C 3.648 -1.477 -2.070 -0.1472
C 2.830 -1.746 -0.854 -0.4138
N 1.973 -0.737 -0.439 -0.0041
N 1.088 -1.196 0.557 0.0228
O 2.942 -2.781 -0.199 0.0600
C 3.541 -0.277 -2.787 -0.0417
C 4.173 -0.149 -4.033 -0.0735
H 5.443 -1.106 -5.504 0.1090
H 5.837 -3.131 -4.094 0.1096
H 4.648 -3.391 -1.924 0.1230
H 1.505 -0.182 -1.146 0.1003
H 1.565 -1.945 1.070 0.0933
H 0.830 -0.419 1.154 0.0759
H 2.957 0.545 -2.364 0.1010
H 4.026 0.763 -4.616 0.1051
C -4.543 -1.119 5.117 -0.0225
C -3.808 -0.713 3.879 -0.2189
C -3.263 -1.700 3.043 -0.0061
C -2.514 -1.347 1.942 0.0252
C -2.308 0.023 1.585 -0.1776
C -1.454 0.288 0.488 0.0778
C -1.151 1.526 -0.140 -0.1906
C -0.753 1.469 -1.512 -0.0119
C -0.503 2.625 -2.233 -0.0445
C -0.680 3.882 -1.633 -0.0179
C -1.041 3.964 -0.281 -0.0377
C -1.206 2.809 0.481 0.0021
C -2.998 1.001 2.360 0.0272
C -3.672 0.635 3.517 0.0023
H -4.802 -0.250 5.727 0.0876
H -5.470 -1.652 4.868 0.1061
H -3.943 -1.799 5.733 0.1017
H -3.425 -2.750 3.290 0.1341
H -2.054 -2.114 1.320 0.1318
H -1.060 -0.601 -0.009 0.1041
H -0.693 0.481 -1.983 0.1297
H -0.168 2.540 -3.268 0.1212
H -0.516 4.790 -2.214 0.1236
H -1.180 4.941 0.186 0.1222
H -1.351 2.882 1.560 0.1131
H -2.996 2.043 2.048 0.1070
H -4.111 1.398 4.165 0.1296
```

Computed properties:
Highest occupied orbital energy = -11.2247 eV
Max |F| = 1.30 eV/Å
Relative energy (zero: lowest compared OMol25 entry of this formula, charge and spin) = 2.803 eV
Net charge = +1
Electronic energy = -997.29417 hartree
Frontier orbital gap = 0.1992 hartree

---

Which value of frontier orbital gap does entry 2 give?
0.3285 hartree

---

Which value of electronic energy does entry 1 give?
-2327.43869 hartree

---

The highest frontier orbital gap belongs to which entry?
C4H13N2O

---

Which of these has the highest max |F|?
C4H13N2O